Entry 1:
Entry from OMol25: C35H67BN6PdS4Sb as an isolated structure at a distorted geometry (ωB97M-V/def2-TZVPD).

Results
- relative energy (zero: lowest compared OMol25 entry of this formula, charge and spin) (kcal per mole) = 0.4
- multiplicity = 1
- charge = -1
- highest occupied orbital energy (Ha) = -0.1309
- frontier orbital gap (eV) = 6.0092
- molar mass (g mol⁻¹) = 939.2

CARTESIAN COORDINATES (ANGSTROEM)
Pd1 0.60710 -0.47172 -0.96345
C1 -3.05638 -4.76663 -2.28780
C2 -2.78167 -4.75623 -0.78379
C3 -3.75317 -5.73275 -0.12049
C4 -1.35658 -5.20605 -0.45493
N1 -3.00558 -3.39550 -0.23348
C5 -3.90995 -3.10393 0.78213
C6 -3.75594 -1.80616 1.09151
N2 -2.77625 -1.27932 0.28229
B1 -2.08392 0.09640 0.49298
N3 -2.89342 1.18921 -0.24292
C7 -4.11344 0.97703 -0.85153
C8 -4.49192 2.11935 -1.44818
N4 -3.49370 3.05934 -1.21788
C9 -2.49792 2.46984 -0.47113
S1 -1.06087 3.15204 0.10424
C10 -3.55629 4.47625 -1.65128
C11 -2.36938 4.79901 -2.55882
C12 -3.58381 5.38216 -0.41911
C13 -4.83979 4.70302 -2.44820
N5 -2.00811 0.38583 2.00471
C14 -2.53474 1.48243 2.65256
C15 -2.16574 1.42690 3.94251
N6 -1.39250 0.27920 4.10578
C16 -1.30749 -0.36795 2.89705
S2 -0.53774 -1.83646 2.52954
C17 -0.76010 -0.13806 5.37994
C18 -1.07495 0.89416 6.46126
C19 0.75721 -0.19982 5.20162
C20 -1.33092 -1.48691 5.81957
C21 -2.30349 -2.25467 -0.53878
S3 -1.09561 -2.10023 -1.73997
H1 -2.90167 -5.77666 -2.67420
H2 -2.39556 -4.08006 -2.81072
H3 -4.09217 -4.47712 -2.48084
H4 -3.57777 -6.72064 -0.54669
H5 -4.79432 -5.46542 -0.31153
H6 -3.58924 -5.79993 0.95606
H7 -1.20537 -6.22298 -0.82558
H8 -1.20519 -5.19799 0.62640
H9 -0.62310 -4.54530 -0.91087
H10 -4.56849 -3.83475 1.20725
H11 -4.23966 -1.21894 1.85321
H12 -1.03556 -0.14509 -0.03046
H13 -4.59806 0.01778 -0.83876
H14 -5.36575 2.32426 -2.03448
H15 -1.43019 4.64163 -2.03369
H16 -2.43212 5.84188 -2.87839
H17 -2.39418 4.16153 -3.44547
H18 -2.68781 5.23916 0.18147
H19 -4.46196 5.15442 0.19026
H20 -3.64270 6.42643 -0.73398
H21 -4.87422 4.08223 -3.34507
H22 -4.86018 5.74697 -2.76179
H23 -5.73160 4.51715 -1.84734
H24 -3.09775 2.23547 2.13269
H25 -2.36590 2.11594 4.73873
H26 -0.67810 1.87877 6.20875
H27 -0.59833 0.56700 7.38565
H28 -2.14711 0.97561 6.64795
H29 1.13795 0.77432 4.88661
H30 1.02777 -0.93835 4.45081
H31 1.22309 -0.46670 6.15368
H32 -2.40927 -1.40073 5.97461
H33 -0.86848 -1.79073 6.76129
H34 -1.14096 -2.24613 5.06369
C22 0.20012 2.07874 -3.22951
S4 -0.40299 0.71467 -4.23352
C23 -0.55882 1.61537 -5.78988
H35 -0.53885 2.87723 -3.17725
H36 1.13957 2.46661 -3.62863
H37 0.36610 1.69388 -2.21911
H38 0.40670 2.00446 -6.11977
H39 -1.26192 2.44551 -5.69490
H40 -0.93386 0.92815 -6.54768
C24 5.73711 0.51675 -2.17793
C25 4.23560 0.78609 -2.19101
C26 3.98367 2.27603 -1.95929
C27 3.65902 0.41272 -3.55971
Sb1 3.01768 -0.29225 -0.69193
C28 3.59391 0.64447 1.22205
C29 3.18018 -0.31756 2.33502
C30 2.71091 1.88996 1.34094
C31 5.05926 1.03116 1.38782
C32 3.96788 -2.28015 -0.58884
C33 4.01491 -2.83840 -2.01105
C34 5.36020 -2.34287 0.02985
C35 2.99782 -3.14749 0.21878
H41 6.22852 1.13669 -2.94168
H42 5.96719 -0.52277 -2.41371
H43 6.19610 0.75444 -1.21740
H44 4.41894 2.85554 -2.78496
H45 4.43577 2.63457 -1.03284
H46 2.91569 2.50428 -1.91951
H47 4.05224 1.09679 -4.32452
H48 2.56767 0.47197 -3.57661
H49 3.93005 -0.60188 -3.85513
H50 2.14315 -0.64843 2.21868
H51 3.25671 0.19785 3.30253
H52 3.82040 -1.20045 2.38876
H53 1.65119 1.63779 1.24763
H54 2.93505 2.63766 0.57688
H55 2.87060 2.35791 2.32225
H56 5.73340 0.17955 1.27419
H57 5.21720 1.44372 2.39431
H58 5.36426 1.79977 0.67530
H59 4.76598 -2.34269 -2.62726
H60 3.04569 -2.74792 -2.50925
H61 4.27298 -3.90556 -1.97585
H62 6.09108 -1.75681 -0.53047
H63 5.70923 -3.38512 0.03723
H64 5.37165 -1.99337 1.06299
H65 1.98079 -3.08221 -0.17807
H66 2.95196 -2.85103 1.26799
H67 3.32337 -4.19613 0.17891

Mulliken population analysis, charges in e, atoms 1 to 99: Pd -0.60; C -1.59; C 1.30; C -2.22; C -1.50; N 0.43; C -0.25; C -1.34; N 0.53; B 1.61; N 0.70; C -0.63; C -1.14; N 0.53; C -0.10; S -0.37; C 1.28; C -1.57; C -1.62; C -2.16; N 1.10; C -1.04; C -0.73; N 0.47; C -0.01; S -0.37; C 1.41; C -2.21; C -1.62; C -1.62; C -0.19; S -0.41; H 0.47; H 0.31; H 0.38; H 0.46; H 0.47; H 0.47; H 0.50; H 0.34; H 0.25; H 0.54; H 0.58; H -1.11; H 0.52; H 0.51; H 0.28; H 0.53; H 0.30; H 0.26; H 0.38; H 0.47; H 0.45; H 0.44; H 0.48; H 0.65; H 0.48; H 0.45; H 0.45; H 0.48; H 0.39; H 0.27; H 0.54; H 0.40; H 0.46; H 0.26; C 0.31; S 0.14; C -0.93; H -0.34; H 0.48; H -0.52; H 0.25; H 0.21; H 0.33; C -1.67; C 1.82; C -1.91; C -1.54; Sb 1.50; C 2.07; C -2.16; C -1.53; C -1.86; C 1.76; C -1.94; C -1.72; C -1.67; H 0.51; H 0.24; H 0.23; H 0.55; H 0.35; H 0.22; H 0.49; H 0.06; H 0.25; H 0.19; H 0.62



Entry 2:
Entry from OMol25: C35H67BiN5P2SSi3 as an isolated structure at a distorted geometry (ωB97M-V/def2-TZVPD).

Results
- relative energy (zero: lowest compared OMol25 entry of this formula, charge and spin) (kcal per mole) = 51.9
- multiplicity = 1
- charge = +1
- highest occupied orbital energy (Ha) = -0.3791
- frontier orbital gap (eV) = 7.4125
- molar mass (g mol⁻¹) = 945.2

CARTESIAN COORDINATES (ANGSTROEM)
Bi1 -0.47788 -1.08525 -0.87480
C1 -5.73728 0.33791 1.13311
Si1 -4.91529 -0.39264 2.59806
C2 -5.67680 0.46243 4.11664
C3 -5.12053 -2.27465 2.44062
C4 -3.14016 0.03860 2.48585
C5 -2.60759 0.88795 3.43982
C6 -1.23009 1.14642 3.47753
C7 -0.50787 0.59127 2.43097
N1 -1.02475 -0.08479 1.42202
C8 -2.35510 -0.30325 1.41758
S1 -2.81630 -1.32951 0.04541
H1 -6.02250 1.40582 1.23761
H2 -6.70209 -0.15075 0.89476
H3 -5.21596 0.36656 0.20488
H4 -6.74506 0.32429 4.02884
H5 -5.48985 1.52075 4.08375
H6 -5.30170 0.16176 5.10899
H7 -6.01210 -2.60679 2.91995
H8 -4.33898 -2.81195 2.99398
H9 -5.07709 -2.45174 1.35937
H10 -3.14959 1.32381 4.21665
H11 -0.75301 1.79447 4.14664
H12 0.60493 0.60854 2.43753
N2 -0.12834 -0.33732 -3.74420
C9 -1.56478 -0.35178 -4.07136
C10 -1.94705 -1.82387 -4.18375
N3 -1.74661 -2.45376 -2.83616
H13 0.11200 0.59896 -3.46522
H14 0.53851 -0.74318 -4.41422
H15 -1.93077 0.04353 -4.97904
H16 -2.11296 0.16246 -3.35172
H17 -1.18181 -2.29020 -4.83187
H18 -2.90017 -2.01912 -4.61748
H19 -1.45508 -3.38861 -2.96624
H20 -2.63235 -2.63855 -2.35979
C11 3.35396 -0.42179 1.46535
P1 2.48968 0.26288 0.02695
C12 1.97780 1.90456 0.60398
N4 2.73391 2.25028 1.63946
C13 2.44970 3.39588 2.32274
C14 3.31041 3.85673 3.33900
C15 3.03067 4.90642 4.14516
C16 1.89095 5.69997 3.79505
C17 1.05657 5.40329 2.71857
C18 1.31279 4.20399 1.97358
N5 0.54729 3.78202 0.94243
C19 0.82160 2.72031 0.18843
P2 -0.27062 2.34914 -1.23304
C20 -1.93793 2.49039 -0.40050
C21 -0.17786 3.97581 -2.20690
C22 -0.77084 3.52550 -3.52962
C23 1.32007 4.28498 -2.35588
C24 -0.92743 5.07880 -1.52129
C25 3.79492 0.64373 -1.23790
C26 2.92741 0.90039 -2.47340
C27 4.70520 -0.59276 -1.48140
C28 4.61482 1.88914 -0.83843
H21 4.31389 -0.00687 1.74592
H22 3.66675 -1.43731 1.29273
H23 2.64470 -0.37615 2.30675
H24 4.11995 3.17225 3.58170
H25 3.66822 5.32957 4.92668
H26 1.67597 6.60872 4.32188
H27 0.27216 6.06168 2.30033
H28 -2.62721 3.17564 -0.93170
H29 -1.89628 2.83213 0.69560
H30 -2.42796 1.46060 -0.42991
H31 -0.11710 2.67407 -3.88892
H32 -0.69721 4.37117 -4.30083
H33 -1.77657 3.17945 -3.50171
H34 1.62149 3.43303 -2.99595
H35 1.88467 4.36055 -1.47506
H36 1.51976 5.21373 -2.90027
H37 -1.98633 4.89556 -1.32498
H38 -0.93851 5.94222 -2.18929
H39 -0.45957 5.33772 -0.58934
H40 2.41484 0.03335 -2.86082
H41 3.44334 1.30384 -3.32936
H42 2.08661 1.53440 -2.16748
H43 4.25621 -1.39463 -2.00551
H44 5.06277 -0.95323 -0.51882
H45 5.54043 -0.17993 -2.05193
H46 4.03441 2.83957 -0.99222
H47 5.56095 1.93500 -1.38255
H48 4.89825 1.76322 0.17261
C29 3.01304 -4.70951 -1.22028
Si2 1.27594 -4.10261 -1.51454
C30 0.07002 -5.50563 -1.77650
C31 1.49808 -3.06792 -3.15291
C32 0.64551 -3.01155 -0.11621
Si3 -0.09482 -3.82349 1.36399
C33 0.18320 -2.83447 2.94599
C34 0.84254 -5.35625 1.85766
C35 -1.87999 -4.37046 1.22899
H49 3.60397 -3.80190 -1.02858
H50 3.51461 -5.28137 -1.97798
H51 3.14824 -5.32899 -0.31590
H52 -1.02586 -5.18182 -1.68856
H53 0.18088 -6.33119 -1.08690
H54 0.20615 -5.93257 -2.75516
H55 1.81004 -3.46593 -4.09236
H56 2.37660 -2.42085 -2.80748
H57 0.65424 -2.40764 -3.15846
H58 1.43801 -2.29547 0.26931
H59 1.30850 -2.80583 2.94860
H60 -0.24442 -3.38138 3.85585
H61 -0.18731 -1.80507 3.01089
H62 0.83171 -6.13565 1.12792
H63 0.41347 -5.84358 2.79388
H64 1.86011 -5.04069 2.14212
H65 -2.11594 -4.87580 0.32886
H66 -2.59855 -3.58375 1.49936
H67 -1.97767 -5.15536 1.98382

Mulliken population analysis, charges in e, atoms 1 to 99: Bi 2.55; C -1.15; Si 0.26; C -1.28; C -0.92; C -0.30; C -0.90; C -1.42; C -0.47; N 1.78; C 0.34; S -0.70; H 0.34; H 0.35; H 0.38; H 0.38; H 0.37; H 0.35; H 0.48; H 0.25; H 0.24; H 0.58; H 0.66; H -0.31; N -0.29; C -0.41; C -1.08; N -0.64; H -0.31; H 0.31; H 0.58; H 0.09; H 0.36; H 0.57; H 0.01; H 0.33; C -1.93; P 1.17; C -0.62; N 0.09; C 0.39; C -0.38; C -0.82; C -0.38; C -0.76; C 0.37; N 0.12; C -0.66; P 0.32; C -0.92; C 1.55; C -1.44; C -1.39; C -1.68; C 1.91; C -1.63; C -1.62; C -1.55; H 0.46; H 0.42; H 0.44; H 0.39; H 0.40; H 0.42; H 0.41; H 0.73; H 0.19; H -0.08; H 0.35; H 0.39; H 0.33; H 0.41; H 0.21; H 0.50; H 0.33; H 0.52; H 0.30; H -0.22; H 0.65; H -0.12; H 0.18; H 0.36; H 0.53; H 0.18; H 0.49; H 0.38; C -1.12; Si 0.13; C -1.04; C 0.57; C 1.93; Si 0.37; C -0.75; C -1.29; C -0.73; H 0.20; H 0.41; H 0.37; H 0.13



Entry 3:
Entry from OMol25: a 3-piece molecular cluster, C35H70B2N4O8P overall at a distorted geometry (ωB97M-V/def2-TZVPD).

Results
- multiplicity = 3
- charge = +1
- highest occupied orbital energy (spin up / spin down) (Ha) = -0.3880 / -0.4095
- expectation value of S² = 2.0097
- frontier orbital gap (spin up / spin down) (eV) = 6.0060 / 6.5914
- molar mass (g mol⁻¹) = 727.6

CARTESIAN COORDINATES (ANGSTROEM)
C1 2.02452 -3.13808 -1.00535
C2 1.43398 -4.38878 -0.12372
C3 -0.21528 -4.48749 -0.13679
O1 -0.87608 -3.15751 -0.30879
C4 -2.24568 -3.29768 0.20937
C5 -3.39103 -2.49469 -0.68175
C6 -4.33661 -1.26829 -0.05085
C7 -4.16804 -0.72619 1.50572
C8 -3.86123 0.91436 1.40769
C9 -2.46116 1.35966 2.13507
P1 -0.89751 1.13153 0.99920
O2 -0.01586 2.42802 1.19940
O3 -0.15361 -0.35671 1.51274
C10 1.29630 -0.21934 1.72030
C11 1.73663 -1.51303 2.68466
O4 -1.41561 1.13344 -0.68483
C12 -0.55370 0.25060 -1.49232
C13 -0.26381 0.83486 -3.01688
N1 -5.42642 -0.56511 -0.88116
C14 -5.72562 -0.91328 -2.32308
C15 -4.88129 -2.05995 -3.13924
B1 -5.26464 -2.37017 -4.70870
N2 -6.35561 -3.35493 -5.14724
O5 -4.55045 -1.63433 -5.78235
C16 -3.68464 -2.85904 -2.28652
B2 -2.76743 -4.03803 -3.04915
C17 -1.50132 -3.45803 -3.97560
O6 -3.02791 -5.48206 -2.88821
H1 3.01761 -3.47273 -1.54479
H2 2.23780 -2.24549 -0.24580
H3 1.25409 -2.80269 -1.83688
H4 1.84065 -5.43112 -0.53959
H5 1.84234 -4.31636 0.99566
H6 -0.55352 -5.25665 -0.97613
H7 -0.52640 -5.00702 0.89193
H8 -2.32839 -3.06737 1.36165
H9 -2.52326 -4.45314 0.09772
H10 -3.34159 -1.28997 2.11491
H11 -5.20048 -0.82485 2.08950
H12 -4.73818 1.50757 1.95826
H13 -3.82891 1.28793 0.29825
H14 -2.54693 2.46436 2.51510
H15 -2.31539 0.61454 3.05573
H16 1.92474 -0.30154 0.71052
H17 1.62692 0.73348 2.31373
H18 2.89092 -1.57582 2.86615
H19 1.25511 -2.48629 2.23987
H20 1.17003 -1.31818 3.71716
H21 0.50001 0.05700 -0.99468
H22 -1.15327 -0.75728 -1.64087
H23 0.07126 -0.06494 -3.69360
H24 0.65925 1.58407 -2.99122
H25 -1.21910 1.29988 -3.52840
H26 -6.00825 0.18918 -0.40802
H27 -6.59791 -0.32080 -2.87251
H28 -7.24467 -2.81419 -5.31520
H29 -6.12058 -3.74035 -6.11081
H30 -4.39070 -0.69058 -5.43192
H31 -1.43236 -3.95982 -5.03050
H32 -1.62182 -2.29417 -4.15519
H33 -0.50371 -3.57394 -3.34029
H34 -2.15550 -5.96996 -3.06663
C18 8.63396 -3.00607 -4.07605
C19 7.12621 -2.94128 -4.44423
C20 6.97312 -2.34408 -5.86691
C21 7.25211 -0.84496 -5.91425
C22 6.38816 -0.09973 -4.90502
C23 6.47066 -0.66722 -3.46300
N3 6.36341 -2.16462 -3.40745
O7 5.00284 -2.49379 -3.55253
C24 7.79541 -0.22227 -2.78774
C25 5.37600 0.05737 -2.60670
C26 6.70781 -4.44872 -4.48702
H35 9.15033 -3.77314 -4.66773
H36 9.17772 -2.08519 -4.28071
H37 8.77474 -3.26603 -3.02087
H38 5.95696 -2.52218 -6.24226
H39 7.64777 -2.85491 -6.56676
H40 8.31233 -0.64280 -5.73178
H41 7.04011 -0.46898 -6.92245
H42 6.67316 0.96023 -4.90954
H43 5.34811 -0.13492 -5.25723
H44 7.92628 -0.71202 -1.81570
H45 7.80000 0.86065 -2.60372
H46 8.68191 -0.41047 -3.39054
H47 4.37023 -0.05292 -3.02856
H48 5.56592 1.13671 -2.55728
H49 5.36175 -0.32061 -1.57756
H50 6.79388 -4.90998 -3.49602
H51 7.35072 -5.01722 -5.17068
H52 5.68300 -4.59540 -4.84647
C27 -1.30609 4.54656 5.37043
C28 -2.48562 5.50627 5.05305
C29 -2.38218 6.75984 5.95968
C30 -2.74722 6.47279 7.41288
C31 -4.12546 5.83143 7.51002
C32 -4.30742 4.58631 6.60181
N4 -3.80042 4.79294 5.20286
O8 -4.76822 5.54611 4.51247
C33 -3.59613 3.35774 7.22915
C34 -5.82106 4.18252 6.65125
C35 -2.20486 5.93425 3.57411
H53 -0.35378 4.96488 5.01938
H54 -1.15587 4.36937 6.43420
H55 -1.43509 3.57950 4.87147
H56 -3.04300 7.55167 5.58351
H57 -1.36492 7.17171 5.92192
H58 -1.99406 5.83143 7.88154
H59 -2.74212 7.41170 7.97962
H60 -4.31901 5.56536 8.55716
H61 -4.87314 6.59257 7.24805
H62 -3.61092 2.50161 6.54456
H63 -4.10007 3.03869 8.15157
H64 -2.56498 3.54752 7.52135
H65 -6.48533 5.00200 6.35314
H66 -6.12126 3.90579 7.66949
H67 -6.02397 3.32112 6.00395
H68 -2.27571 5.07614 2.89523
H69 -1.19619 6.35322 3.46948
H70 -2.89131 6.71110 3.21878

Mulliken population analysis, charges in e, atoms 1 to 99: C -0.02; C -0.64; C -0.47; O 0.36; C -0.86; C 0.29; C -0.07; C -0.65; C -0.68; C -0.47; P 0.94; O -0.75; O 0.02; C -0.11; C -0.82; O -0.47; C 0.84; C -1.09; N -0.04; C -0.38; C 0.11; B 0.57; N -0.65; O -0.59; C 0.42; B 0.01; C -0.59; O -0.60; H 0.24; H -0.18; H -0.08; H 0.34; H 0.31; H 0.08; H 0.33; H 0.17; H 0.45; H 0.24; H 0.38; H 0.33; H 0.48; H -0.19; H 0.42; H 0.02; H 0.35; H 0.31; H 0.07; H 0.31; H -0.10; H -0.30; H 0.28; H 0.31; H 0.27; H 0.35; H 0.32; H 0.27; H 0.27; H 0.32; H 0.33; H 0.12; H 0.19; H 0.33; C -1.67; C 1.63; C -1.21; C -0.50; C -1.23; C 1.79; N 0.29; O -0.49; C -1.75; C -1.88; C -1.81; H 0.45; H 0.29; H 0.37; H 0.37; H 0.37; H 0.31; H 0.38; H 0.36; H 0.36; H 0.39; H 0.46; H 0.31; H 0.35; H 0.43; H 0.46; H 0.44; H 0.42; H 0.33; C -1.53; C 1.56; C -1.34; C -0.48; C -1.21; C 1.52; N 0.47; O -0.50